# 1
Density functional theory data (ωB97M-V/def2-TZVPD) for a molecular structure, C40H47N5O4PTi in a non-equilibrium geometry.

```
! RIJCOSX wB97M-V def2-TZVPD def2/J DEFGRID3
* xyz 1 1
Ti -0.7585 0.9593 1.6834
C -4.0933 0.6401 1.0781
C -3.9382 0.1775 -0.3712
C -3.5772 1.3213 -1.2974
C -4.0711 1.3863 -2.5960
C -3.6529 2.4178 -3.4190
C -2.7552 3.3528 -2.9204
C -2.3564 3.2327 -1.6020
N -2.7583 2.2435 -0.8022
N -2.9175 0.3331 1.9544
C -3.1021 1.1516 3.2025
C -2.6831 2.5950 2.9097
C -3.4008 3.6896 3.3513
C -2.9611 4.9610 3.0203
C -1.8191 5.1038 2.2546
C -1.1511 3.9661 1.8499
N -1.5744 2.7428 2.1588
C -2.8795 -1.1303 2.2494
C -1.4843 -1.6510 2.5369
C -1.2680 -2.6792 3.4256
C 0.0243 -3.1448 3.6136
C 1.0628 -2.5726 2.9006
C 0.7738 -1.5418 2.0337
N -0.4749 -1.0892 1.8438
H -4.2373 1.7143 1.0732
H -4.9665 0.1865 1.5478
H -3.1517 -0.5837 -0.4345
H -4.8573 -0.2836 -0.7301
H -4.7708 0.6374 -2.9518
H -4.0267 2.4993 -4.4315
H -2.3834 4.1622 -3.5362
H -1.6908 3.9708 -1.1583
H -4.1342 1.1181 3.5416
H -2.4736 0.7523 3.9833
H -4.2986 3.5435 3.9419
H -3.5105 5.8342 3.3582
H -1.4484 6.0801 1.9705
H -0.2467 4.0213 1.2604
H -3.5452 -1.3711 3.0766
H -3.2483 -1.6543 1.3724
H -2.0999 -3.1038 3.9757
H 0.2176 -3.9416 4.3213
H 2.0870 -2.9009 3.0199
H 1.5452 -1.0621 1.4551
O 1.2162 2.2900 -1.5744
C 0.9052 1.8632 -0.3509
O -0.2483 1.2976 -0.1149
C 1.7467 2.0318 0.7412
C 3.0592 2.5704 0.8564
C 3.6610 2.5547 2.0747
C 2.9956 1.9946 3.2228
C 1.7412 1.5240 3.0761
N 1.1018 1.5564 1.8692
C 0.8306 0.9175 4.1180
O 1.1886 0.5998 5.2177
O -0.3909 0.7766 3.6086
H 0.5183 2.0032 -2.1774
H 3.5562 2.9785 -0.0175
H 4.6555 2.9706 2.1852
H 3.4726 1.9481 4.1951
C 3.4979 -2.2241 -3.6613
C 2.9213 -0.9105 -3.1259
C 2.3215 -0.1065 -4.2846
C 4.0623 -0.0785 -2.5167
P 1.6336 -1.1118 -1.7433
C 2.4125 -2.5204 -0.8278
C 2.1051 -3.8801 -0.8848
C 2.7507 -4.8033 -0.0646
C 3.7358 -4.3940 0.8234
C 4.0719 -3.0482 0.8875
C 3.4027 -2.1291 0.0881
C 0.0228 -1.7731 -2.4803
C -0.7521 -0.5609 -3.0319
C 0.1082 -2.8281 -3.5873
C -0.8062 -2.2947 -1.2813
H 4.2705 -2.0004 -4.4089
H 2.7353 -2.8405 -4.1463
H 3.9644 -2.8132 -2.8725
H 3.1145 0.1231 -5.0032
H 1.9072 0.8466 -3.9449
H 1.5497 -0.6619 -4.8186
H 4.7389 0.2452 -3.3173
H 4.6536 -0.6589 -1.8064
H 3.6827 0.8157 -2.0137
H 1.3677 -4.2525 -1.5806
H 2.4841 -5.8512 -0.1333
H 4.2381 -5.1161 1.4577
H 4.8448 -2.7092 1.5688
H 3.6552 -1.0761 0.1760
H -0.2666 -0.1193 -3.9053
H -0.8808 0.2068 -2.2624
H -1.7542 -0.8845 -3.3448
H 0.5197 -2.4071 -4.5073
H -0.9020 -3.1863 -3.8170
H 0.7115 -3.6953 -3.3270
H -0.9908 -1.4906 -0.5599
H -0.3102 -3.1034 -0.7465
H -1.7745 -2.6687 -1.6398
*
```

Results
maximum force: 1.9 eV Å⁻¹
ΔE to the lowest compared entry with this formula, charge and spin: 0.0 kJ/mol
M: 740.69 g mol⁻¹
total energy: -90286.3534 eV

***

# 2
Density functional theory data (ωB97M-V/def2-TZVPD) for C2H3NO in the gas phase in a non-equilibrium geometry.

```
! RIJCOSX wB97M-V def2-TZVPD def2/J DEFGRID3
* xyz 0 1
H 1.5907 0.2468 1.5850
N 1.1731 0.4463 0.6819
C 0.1064 -0.1110 0.3842
C -0.5872 0.0973 -0.9090
O -1.7642 -0.0814 -1.0627
H -0.5944 -0.9952 1.0609
H 0.0756 0.3971 -1.7402
*
```

Results
maximum force: 5.0 eV Å⁻¹
ΔE to the lowest compared entry with this formula, charge and spin: 144.3 kJ/mol
M: 57.05 g mol⁻¹
SMILES: [H]/N=C/C=O
total energy: -5658.4094 eV

***

# 3
Density functional theory data (ωB97M-V/def2-TZVPD) for a molecular structure, C21H45AsBFeN10O in a non-equilibrium geometry.

```
! RIJCOSX wB97M-V def2-TZVPD def2/J DEFGRID3
* xyz 2 6
Fe 0.1217 0.5446 -0.9093
B -2.4916 -0.4180 -3.7850
N -2.2843 -1.3337 -2.5757
C -3.0259 -2.4617 -2.4206
C -2.7119 -3.0927 -1.2054
C -1.6862 -2.2849 -0.6652
N -1.4503 -1.2428 -1.4952
N -1.2019 0.3756 -4.0290
C -1.0223 0.9924 -5.2238
C 0.2484 1.5749 -5.2819
C 0.8344 1.2384 -4.0518
N -0.0637 0.5561 -3.2889
H -2.7952 -1.0631 -4.7719
H -3.4390 0.3137 -3.6241
H -3.7508 -2.7478 -3.1732
H -3.1213 -4.0183 -0.7950
H -1.0967 -2.3953 0.2442
H -1.7885 0.9967 -5.9805
H 0.6892 2.1320 -6.1071
H 1.8544 1.4318 -3.7021
N 1.1597 1.4832 1.2231
C 0.5728 2.5800 2.0078
C -0.5836 3.2725 1.2557
C -1.9070 2.5063 1.2647
C -2.6535 2.5021 -0.0708
N -1.9884 1.6404 -1.0708
H 1.2699 0.6319 1.8048
H 2.1048 1.7250 0.8962
H 1.3289 3.3117 2.2743
H 0.2012 2.2238 2.9811
H -0.2547 3.4976 0.2283
H -0.7127 4.2653 1.6944
H -2.5762 2.9492 2.0068
H -1.7550 1.4632 1.5986
H -2.6688 3.5251 -0.4646
H -3.6815 2.1891 0.0544
H -2.0254 2.0879 -2.0026
H -2.5427 0.7758 -1.2040
C -3.1982 -0.8516 2.7015
C -2.1567 -1.9183 2.9598
As -0.2959 -1.2511 2.5712
C 0.6428 -3.0204 2.6507
C 0.3205 -3.9869 3.7897
C 0.0719 -0.5632 4.4436
C 1.5179 -0.2039 4.7235
H -4.1898 -1.2151 2.9666
H -3.2044 -0.5492 1.6458
H -3.0152 0.0680 3.2487
H -2.3438 -2.7543 2.2794
H -2.1988 -2.2958 3.9879
H 1.7103 -2.7981 2.6293
H 0.4338 -3.5210 1.7018
H 0.4639 -3.5295 4.7626
H 1.0004 -4.8479 3.7216
H -0.6950 -4.3794 3.7365
H -0.3346 -1.2843 5.1417
H -0.5411 0.3375 4.5377
H 2.2056 -1.0524 4.6038
H 1.6432 0.1671 5.7464
H 1.8511 0.6027 4.0682
N 2.1174 -3.5470 -0.7537
C 1.5923 -2.3625 -1.1219
N 1.4505 -2.1377 -2.4310
O 1.2754 -1.5004 -0.2472
H 2.5948 -4.0817 -1.4829
H 2.5807 -3.5588 0.1551
H 1.5290 -2.9176 -3.0802
H 0.7719 -1.4173 -2.6896
C 2.3338 3.9120 -1.7672
C 3.0070 2.6111 -1.5889
N 2.5151 1.3843 -1.3406
C 3.5868 0.5317 -1.2255
C 4.7485 1.2249 -1.3947
N 4.3509 2.5393 -1.6204
H 1.2672 3.7683 -1.9629
H 2.8054 4.4155 -2.6096
H 2.4543 4.5328 -0.8797
H 3.4529 -0.5415 -1.0158
H 5.7980 0.9304 -1.4230
H 4.9736 3.3333 -1.7739
*
```

Results
maximum force: 2.6 eV Å⁻¹
ΔE to the lowest compared entry with this formula, charge and spin: 0.0 kJ/mol
M: 595.24 g mol⁻¹
total energy: -135344.8542 eV

***

# 4
Density functional theory data (ωB97M-V/def2-TZVPD) for a gas-phase ion, C4H10N3O (charge +1) in a non-equilibrium geometry.

```
! RIJCOSX wB97M-V def2-TZVPD def2/J DEFGRID3
* xyz 1 1
N -1.4748 -1.6985 0.1242
C -1.6218 -0.3714 0.0135
O -2.6747 0.3707 -0.1669
N -0.4572 0.4198 0.1518
N -0.6748 1.8051 0.0044
C 0.7726 -0.1068 0.5952
C 1.6098 -1.0335 -0.3081
C 1.9141 0.4818 -0.2086
H -0.4925 -1.9201 0.0108
H -2.2723 -2.2081 -0.1906
H -2.4978 1.4082 -0.2743
H 0.0516 2.3191 -0.4592
H -0.7290 2.3345 0.8641
H 0.6330 -0.1632 1.7045
H 1.2024 -1.5013 -1.3125
H 2.1057 -1.8492 0.1232
H 2.8573 0.6929 0.3533
H 1.7485 1.0198 -1.0248
*
```

Results
maximum force: 7.1 eV Å⁻¹
ΔE to the lowest compared entry with this formula, charge and spin: 222.4 kJ/mol
M: 116.14 g mol⁻¹
SMILES: N/C(O)=[N+](/N)C1CC1
total energy: -10819.0992 eV

***

# 5
Density functional theory data (ωB97M-V/def2-TZVPD) for 2 unconnected molecules or ions with the total composition C4H11N2.

```
! RIJCOSX wB97M-V def2-TZVPD def2/J DEFGRID3
* xyz 1 1
C 0.7248 -1.0737 -0.8190
C -0.2597 -0.4564 -1.4688
N -0.9112 0.7309 -0.8979
N 1.3026 -2.2414 -1.2115
H 1.0841 -0.6910 0.1303
H -0.6615 -0.7885 -2.4115
H -1.8741 0.5358 -0.6045
H -0.4186 1.0979 -0.0587
H -0.9474 1.4935 -1.5813
H 1.1603 -2.5195 -2.1708
H 2.2494 -2.3924 -0.8927
C -1.0130 1.5963 2.2012
C 0.2795 1.3095 2.2270
H -1.7743 0.8421 2.0168
H -1.3633 2.6017 2.4097
H 0.6341 0.2902 2.2178
H 1.0122 2.0941 2.3535
*
```

Results
maximum force: 0.5 eV Å⁻¹
ΔE to the lowest compared entry with this formula, charge and spin: 214.6 kJ/mol
M: 87.15 g mol⁻¹
total energy: -7298.7236 eV

***

# 6
Density functional theory data (ωB97M-V/def2-TZVPD) for 3 unconnected molecules or ions with the total composition C5H14N2O2 in a non-equilibrium geometry.

```
! RIJCOSX wB97M-V def2-TZVPD def2/J DEFGRID3
* xyz 0 1
C -2.2978 1.7974 0.3186
C -2.2502 0.3535 -0.0422
O -1.5021 -0.1275 -0.8654
H -1.4030 2.3144 -0.0170
H -2.4103 1.9024 1.3963
H -3.1786 2.2430 -0.1477
H -3.0541 -0.2597 0.3985
N 0.9714 -1.9986 -1.1237
C 2.0554 -1.1662 -0.6342
C 2.0575 0.2867 -1.1433
O 0.9934 1.0507 -0.6178
H 0.0678 -1.5679 -0.9488
H 1.0528 -2.1295 -2.1265
H 2.0066 -1.1538 0.4585
H 3.0006 -1.6343 -0.9221
H 2.9761 0.7888 -0.8299
H 2.0137 0.2880 -2.2431
H 0.1437 0.6323 -0.8838
C -0.2548 0.0459 2.1395
N -0.5781 -1.1637 2.1312
H -0.6382 0.6574 2.9526
H 0.4249 0.5500 1.3931
H -0.1968 -1.7094 1.3571
*
```

Results
maximum force: 1.6 eV Å⁻¹
ΔE to the lowest compared entry with this formula, charge and spin: 245.3 kJ/mol
M: 134.18 g mol⁻¹
SMILES: CC=O.NCCO.C=N
total energy: -12485.7855 eV

***

# 7
Density functional theory data (ωB97M-V/def2-TZVPD) for 2 unconnected molecules or ions with the total composition C3H4N2 in a non-equilibrium geometry.

```
! RIJCOSX wB97M-V def2-TZVPD def2/J DEFGRID3
* xyz 0 1
C -0.2870 -1.3190 -0.6745
C 1.8808 -0.0710 0.3264
C -0.6764 -0.3864 0.0144
N -1.2537 0.7361 0.4261
N 1.9137 1.0360 -0.0385
H 0.2134 -2.0838 -1.1927
H -1.8047 0.6259 1.4125
H -0.5123 1.3545 0.6846
H 1.4178 1.9176 -0.0840
*
```

Results
maximum force: 4.8 eV Å⁻¹
ΔE to the lowest compared entry with this formula, charge and spin: 425.2 kJ/mol
M: 68.08 g mol⁻¹
total energy: -6151.4938 eV